Version 1
Molecular formula: C3H4BrClN2O
Method: DFT, ωB97M-V with the def2-TZVPD basis set

Orbital gap (alpha / beta): 6.2 / 9.2 eV
HOMO (alpha / beta): -7.48 / -9.45 eV

Last column: natural (NBO) charge in e.
CARTESIAN COORDINATES (ANGSTROEM)
C1 -0.479 -0.447 1.013  0.64
C2 -1.143 -0.246 -0.315  -0.39
C3 1.555 0.733 0.190  -0.14
N1 0.783 0.146 1.103  -0.62
N2 -1.417 1.124 -0.313  -0.36
O1 -1.023 -0.787 2.047  -0.57
Cl1 -2.814 1.476 0.442  0.22
Br1 3.377 0.543 0.140  0.09
H1 -0.319 -0.674 -1.077  0.24
H2 -2.147 -0.862 -0.232  0.24
H3 1.123 1.026 -0.827  0.23
H4 1.163 -0.105 2.052  0.43

Version 2
Molecular formula: C3H4BrClN2O
Method: DFT, ωB97M-V with the def2-TZVPD basis set

Orbital gap: 10.3 eV
HOMO: -9.91 eV

Last column: natural (NBO) charge in e.
CARTESIAN COORDINATES (ANGSTROEM)
C1 -1.120 0.952 -0.351  0.65
C2 -0.586 0.762 1.028  -0.36
C3 -0.116 -1.054 -0.097  0.37
N1 -0.784 -0.213 -0.986  -0.64
N2 -0.079 -0.600 1.086  -0.43
O1 -1.789 1.857 -0.849  -0.57
Cl1 0.573 -2.506 -0.696  0.05
Br1 3.087 0.169 0.032  -0.21
H1 0.263 1.414 1.203  0.25
H2 -1.348 0.904 1.890  0.25
H3 -1.344 -0.526 -1.758  0.43
H4 3.243 -1.159 -0.502  0.21

Energies relative to the most stable structure are version 1 4.372; version 2 0.000, reported in eV.

Version 1
Molecular formula: C4H9O3
Method: DFT, ωB97M-V with the def2-TZVPD basis set

Orbital gap: 8.1 eV
Net charge: -1
HOMO: -4.10 eV

Last column: natural (NBO) charge in e.
CARTESIAN COORDINATES (ANGSTROEM)
C1 1.801 -0.114 -0.158  -0.10
C2 3.132 0.308 -0.818  -0.62
O1 1.782 0.657 1.007  -0.76
H1 0.906 0.443 -0.922  0.24
H2 1.587 -1.144 -0.069  0.15
H3 3.094 0.487 -1.910  0.19
H4 0.885 0.845 1.292  0.49
H5 3.764 -0.440 -0.803  0.18
H6 3.464 1.334 -0.358  0.21
C3 -2.084 -1.576 0.043  -0.74
C4 -1.900 -0.018 0.008  0.77
O2 -0.954 0.297 -0.781  -0.85
O3 -2.467 0.647 0.795  -0.73
H7 -1.104 -2.037 0.428  0.20
H8 -2.281 -2.116 -0.949  0.19
H9 -2.910 -1.782 0.676  0.19

Version 2
Molecular formula: C4H9O3
Method: DFT, ωB97M-V with the def2-TZVPD basis set

Orbital gap: 8.3 eV
Net charge: -1
HOMO: -4.38 eV

Last column: natural (NBO) charge in e.
CARTESIAN COORDINATES (ANGSTROEM)
C1 -1.494 -1.321 -0.628  -0.07
C2 -0.783 -0.485 -1.739  -0.65
O1 -0.572 -1.833 0.313  -0.78
H1 -2.081 -0.551 -0.120  0.16
H2 -1.898 -2.210 -1.096  0.16
H3 0.284 -0.707 -1.639  0.22
H4 -0.334 -1.147 0.994  0.51
H5 -0.839 0.602 -1.640  0.20
H6 -1.009 -0.817 -2.736  0.18
C3 1.513 1.419 0.591  -0.75
C4 0.799 0.914 1.868  0.77
O2 0.618 -0.326 2.042  -0.81
O3 0.595 1.817 2.692  -0.76
H7 1.691 0.654 -0.172  0.20
H8 2.517 1.661 0.957  0.21
H9 0.993 2.330 0.312  0.21

Version 3
Molecular formula: C4H9O3
Method: DFT, ωB97M-V with the def2-TZVPD basis set

Orbital gap: 4.4 eV
Net charge: -1
HOMO: -3.92 eV

Last column: natural (NBO) charge in e.
CARTESIAN COORDINATES (ANGSTROEM)
C1 0.722 0.328 -1.442  -0.30
O1 2.772 -0.166 0.274  -1.18
C2 -0.203 -0.218 -0.680  -0.06
C3 0.054 -0.739 0.660  -0.51
C4 -0.845 0.019 1.693  -0.03
O2 -1.185 -0.635 2.765  -0.70
H1 0.490 0.561 -2.466  0.22
H2 1.667 0.632 -0.949  0.30
H3 1.174 -0.449 0.706  0.40
H4 -1.332 -0.021 -1.098  0.36
H5 -1.702 0.489 1.175  0.12
H6 0.036 -1.776 0.983  0.28
H7 -0.160 0.851 2.002  0.20
H8 -3.002 0.392 -2.004  0.44
H9 3.565 0.305 0.554  0.43
O3 -2.051 0.428 -2.173  -0.98

Version 4
Molecular formula: C4H9O3
Method: DFT, ωB97M-V with the def2-TZVPD basis set

Orbital gap: 7.0 eV
Net charge: -1
HOMO: -4.12 eV

Last column: Löwdin charge in e.
CARTESIAN COORDINATES (ANGSTROEM)
C1 -0.670 0.115 0.459  -0.30
O1 -1.939 0.689 0.466  -0.21
C2 0.272 0.950 -0.398  -0.02
C3 1.679 0.714 -0.397  -0.02
C4 2.211 -0.578 0.222  -0.54
O2 1.566 -1.652 -0.219  -0.28
H1 -0.213 0.062 1.460  0.13
H2 -0.846 -0.852 -0.021  0.13
H3 0.816 0.108 -1.125  0.19
H4 -0.166 1.920 -0.621  0.14
H5 3.322 -0.593 0.035  0.09
H6 2.436 1.191 -1.013  0.12
H7 2.167 -0.443 1.348  0.11
H8 -2.755 -0.085 0.343  -0.05
H9 -4.059 -0.737 -0.730  -0.10
O3 -3.823 -0.808 0.190  -0.38

Energies relative to the most stable structure are version 1 1.571; version 2 0.000; version 3 8.986; version 4 5.802, reported in eV.